This record from OMol25 describes a gas-phase ion, C5H10NS (charge +1) at a distorted geometry. The level of theory is wB97M-V/def2-TZVPD.

Its net charge is +1. The calculation puts the total energy at -17662.06885 eV. The HOMO energy comes out at -13.807 eV. For the HOMO-LUMO gap, the calculation gives 7.98 eV. For the relative energy (zero: lowest compared OMol25 entry of this formula, charge and spin), the calculation gives 410.4 kJ/mol.

Geometry (Å):
S: -2.528 0.118 -0.136
N: 0.118 0.819 0.488
C: -1.288 -0.951 0.809
C: 0.604 -1.377 -0.841
C: -1.427 1.286 -0.374
C: 1.260 1.608 0.133
C: 0.129 -0.691 0.479
H: 1.996 1.640 1.046
H: 0.690 -2.447 -0.572
H: -1.511 -0.866 1.903
H: 1.554 -1.006 -1.128
H: 1.785 1.292 -0.727
H: 0.791 -1.154 1.345
H: -1.498 2.264 -0.992
H: -0.008 -1.304 -1.671
H: 1.051 2.624 -0.165
H: -1.718 -1.853 0.404